{
  "formula": "C17H29N5O7",
  "method": "ωB97M-V with the def2-TZVPD basis set",
  "smiles": "COCCOCC(=O)NC[C@@]1(OC)CCN(C(=O)CCCn2c(O)nnc2O)C1",
  "e_lumo_ev": 0.47,
  "spin_multiplicity": 1,
  "fmax_ev_per_a": 0.29,
  "relative_energy_kcal_mol": 13.7,
  "gap_ha": 0.3183,
  "species": ["O", "H", "C", "H", "C", "C", "H", "H", "H", "H", "H", "H", "C", "H", "H", "C", "H", "H", "C", "C", "H", "O", "H", "C", "O", "H", "O", "H", "C", "H", "H", "H", "N", "H", "C", "C", "H", "O", "C", "H", "H", "N", "N", "H", "H", "C", "H", "H", "O", "H", "C", "N", "C", "O", "H", "C", "C", "N"],
  "coordinates": [[-0.6323, -1.2689, 0.2216], [4.1394, 0.9080, -0.6550], [1.4688, 0.5412, 2.2044], [-1.1230, 1.2987, 5.6629], [-0.0108, -1.3532, 2.9878], [-1.5008, -1.0410, 1.0425], [0.2740, 0.2727, 6.0357], [-3.0270, 1.7775, -4.7563], [-4.9222, 0.7396, -2.2792], [-3.3580, -1.8328, 0.3917], [-3.9654, -1.3954, -1.6128], [-1.4974, 1.4974, -2.3677], [-3.3417, 2.3712, -3.8950], [3.1889, 0.6488, -3.0989], [1.3323, -0.3044, -0.8755], [3.5172, -0.2641, 0.9578], [0.5597, -1.9297, 2.2590], [-3.9898, 0.0057, -3.6126], [-3.9181, 0.4686, -2.6232], [-2.9602, -0.8422, 0.6426], [2.9137, -2.1047, 2.9711], [-0.0044, 0.8421, 4.0504], [-4.3953, 2.6478, -3.9874], [2.3386, -0.1218, -1.2579], [-3.1036, 0.0610, -0.4151], [-1.1575, -0.4258, 5.2526], [-0.5122, 1.3992, -2.3260], [2.6633, 1.5317, 0.0920], [3.1806, 0.6213, -0.2199], [1.7839, -1.3462, 4.9788], [4.0601, -0.8879, 3.5006], [-3.5366, -0.4581, 1.4893], [2.6974, -0.2278, 2.0371], [2.1582, -1.6382, -5.6849], [2.2556, 0.7013, -2.5382], [3.0233, -1.0423, 3.2051], [-2.0006, -0.6412, 2.9715], [-3.1246, 1.6430, -2.6946], [-3.2896, -0.5349, -1.6900], [1.6651, 1.5891, 2.4487], [2.7899, -1.0932, -1.4699], [1.1877, 0.2657, -3.4162], [0.0331, -0.7319, -5.0088], [-0.1929, -1.9982, 3.8507], [2.4020, 0.3020, 4.7828], [-0.1351, 0.5887, -3.3051], [0.8358, 0.4893, 1.3185], [-2.7409, 3.2763, -3.8353], [2.3640, -1.0906, -4.9165], [2.0642, 1.7488, -2.2996], [1.2033, -0.5614, -4.4983], [-1.2795, -1.0187, 2.3815], [0.8106, -0.1280, 3.4163], [4.4980, -0.9933, 0.9425], [-2.3331, -0.8819, -2.0891], [2.0191, -0.5711, 4.2495], [-0.5208, 0.4649, 5.3096], [-0.8544, 0.0271, -4.2259]]
}

***

{
  "formula": "C17H29N5O7",
  "method": "ωB97M-V with the def2-TZVPD basis set",
  "smiles": "COCCOCC(=O)NC[C@@]1(OC)CCN(C(=O)CCCn2c(O)nnc2O)C1",
  "e_lumo_ev": 0.58,
  "spin_multiplicity": 1,
  "fmax_ev_per_a": 0.16,
  "relative_energy_kcal_mol": 7.6,
  "gap_ha": 0.3405,
  "species": ["O", "C", "H", "H", "H", "H", "H", "C", "C", "N", "H", "C", "C", "H", "N", "H", "O", "H", "C", "H", "H", "C", "H", "C", "H", "H", "O", "H", "C", "H", "O", "N", "C", "H", "C", "C", "H", "H", "H", "O", "H", "N", "C", "C", "C", "H", "H", "N", "O", "H", "H", "C", "C", "H", "H", "H", "H", "O"],
  "coordinates": [[0.7888, 5.3221, 5.6912], [1.8692, 6.3274, 3.1761], [2.3555, 5.4123, 3.5168], [-3.6826, 7.1708, -2.0527], [-3.0803, 1.2608, 3.5236], [-5.0828, 1.9944, 2.8237], [2.3893, 7.1479, 3.6697], [2.2087, 4.0682, 0.8531], [-1.9546, 1.5476, -0.5550], [1.5763, 5.2730, 0.9684], [-2.4771, 5.4614, 3.3078], [0.3948, 5.0447, 0.3186], [-1.4160, 3.6778, 5.6429], [-2.3010, 0.6625, -1.0979], [-1.0060, 4.5692, 4.5601], [-5.3207, 2.6139, 4.4784], [-1.4296, 0.2049, 1.3521], [-6.1252, 3.4015, 3.1080], [0.3826, 6.3155, 3.5562], [-0.7810, 2.7880, 5.6684], [-1.3943, 4.3172, 2.4880], [-2.4557, 2.0784, 3.1512], [-3.2443, 4.9915, -3.1181], [-1.9383, 1.2262, 0.9270], [-0.2294, 6.1005, 2.6840], [-1.4336, 1.8538, 3.4693], [3.4256, 3.9116, 1.3901], [-1.4383, 3.5149, -2.1206], [0.0863, 5.3581, 4.6923], [-0.9196, 1.7576, -0.8378], [-4.1576, 3.8171, 3.2369], [0.3222, 3.8433, -0.1506], [2.0551, 6.4584, 1.6702], [-3.1874, 7.3270, -0.3505], [-1.9175, 4.5298, 3.4226], [-2.9016, 3.4053, 3.7612], [0.0826, 7.3060, 3.9087], [-2.9434, 2.9552, 1.2691], [-1.2905, 5.6364, -0.2708], [-2.7795, 2.6666, -0.8092], [-2.7983, 2.6477, -2.8795], [-2.5043, 2.1641, 1.7146], [-5.2162, 2.8968, 3.4267], [-2.8622, 3.3427, 5.2943], [-3.6329, 6.6600, -1.0856], [-4.6467, 6.3995, -0.7674], [1.5020, 7.3085, 1.2708], [1.5160, 3.2005, 0.2019], [-2.8200, 5.5043, -1.1624], [3.6972, 3.0002, 1.2171], [-3.1696, 2.3753, 5.6905], [-3.3099, 4.5663, -2.1094], [-2.5084, 3.2940, -2.0410], [-4.3624, 4.3521, -1.8910], [-3.5353, 4.1107, 5.6808], [3.1070, 6.5867, 1.4172], [-1.3011, 4.1808, 6.6012], [-0.5280, 6.0011, 0.2350]]
}

***

no.,calculated total energy (a.u.)
1,-1465.6562
2,-1465.6659